Molecular formula: C37H48CsFN16O2
Method: DFT, ωB97M-V/def2-TZVPD

Its net charge is -2. The value obtained for the HOMO energy is -2.088 eV. The lowest unoccupied orbital energy is 3.68 eV. The value obtained for the HOMO-LUMO gap is 5.77 eV. The value obtained for the molar mass is 900.8 g mol⁻¹. As for the total energy: -2585.47311 Ha.

Last column: Mulliken charge in e.
Element x y z (Å)
Cs1 0.60 -0.09 0.92  0.880
C1 0.70 0.22 -4.01  -1.112
C2 -0.43 1.26 -4.03  -0.233
N1 -0.18 2.26 -3.00  -0.190
C3 -1.33 2.96 -2.49  -1.244
C4 -2.48 2.12 -1.97  1.017
C5 -3.78 2.63 -1.97  -1.254
C6 -4.80 1.81 -1.52  -0.472
C7 -4.51 0.52 -1.11  -1.133
C8 -3.18 0.08 -1.15  0.817
C9 -2.84 -1.32 -0.74  -0.423
N2 -1.51 -1.73 -1.12  0.994
C10 -1.37 -2.00 -2.53  -0.684
C11 0.10 -1.95 -2.95  -0.807
N3 0.65 -0.62 -2.83  0.491
N4 -2.20 0.89 -1.57  0.193
H1 1.64 0.78 -4.02  0.407
H2 0.63 -0.37 -4.94  0.381
H3 -1.39 0.74 -3.89  0.140
H4 -0.46 1.76 -5.00  0.415
H5 0.30 1.80 -2.23  0.084
H6 -1.72 3.62 -3.29  0.499
H7 -0.99 3.60 -1.67  0.273
H8 -3.99 3.63 -2.32  0.446
H9 -5.83 2.17 -1.52  0.487
H10 -5.29 -0.14 -0.75  0.479
H11 -3.62 -1.99 -1.14  0.186
H12 -2.90 -1.43 0.35  0.062
H13 -1.30 -2.57 -0.58  -0.420
H14 -1.92 -1.25 -3.09  0.299
H15 -1.79 -2.99 -2.81  0.345
H16 0.19 -2.33 -3.99  0.185
H17 0.67 -2.60 -2.29  0.240
H18 1.54 -0.65 -2.35  0.116
C12 -5.76 2.54 2.00  -0.979
N5 -4.65 3.47 2.02  0.046
C13 -4.86 4.60 1.13  -1.004
C14 -3.35 2.91 2.11  0.499
N6 -3.04 1.69 2.01  -0.380
N7 -2.42 3.89 2.42  -0.195
C15 -1.01 3.80 2.44  0.262
N8 -0.42 5.04 2.53  -0.525
N9 -0.42 2.68 2.48  -0.553
H19 -6.66 3.06 2.34  0.278
H20 -5.56 1.72 2.68  0.405
H21 -5.95 2.14 1.00  0.254
H22 -5.60 5.29 1.57  0.299
H23 -5.22 4.28 0.15  0.236
H24 -3.94 5.15 0.97  0.339
H25 -3.79 1.06 1.73  0.013
H26 -2.79 4.78 2.66  0.328
H27 -0.94 5.82 2.14  0.183
H28 0.57 5.08 2.25  0.254
H29 0.59 2.80 2.44  0.261
C16 -0.80 -5.48 -0.42  -1.153
N10 -1.44 -4.40 0.31  -0.423
C17 -1.52 -4.51 1.59  -0.068
C18 -2.06 -3.55 2.49  0.035
C19 -2.07 -3.72 3.89  -0.757
C20 -2.64 -2.57 4.42  -0.866
C21 -2.94 -1.76 3.31  -0.332
N11 -2.61 -2.33 2.16  -0.190
C22 0.56 -5.91 0.12  0.430
C23 1.41 -4.98 0.70  -0.122
C24 2.64 -5.37 1.21  -0.570
C25 3.05 -6.69 1.12  -0.574
C26 2.21 -7.63 0.53  -0.442
C27 0.97 -7.24 0.04  -0.561
H30 -0.66 -5.13 -1.45  0.339
H31 -1.46 -6.36 -0.46  0.343
H32 -1.12 -5.40 2.09  0.286
H33 -1.70 -4.58 4.44  0.382
H34 -2.80 -2.33 5.46  0.388
H35 -3.37 -0.76 3.33  0.272
H36 1.11 -3.95 0.76  0.584
H37 3.27 -4.62 1.69  0.489
H38 4.01 -6.99 1.51  0.378
H39 2.53 -8.66 0.45  0.337
H40 0.32 -7.98 -0.40  0.339
N12 5.11 -2.54 2.06  -0.393
C28 5.64 -2.82 0.91  0.681
N13 6.99 -3.18 0.86  -0.572
N14 5.05 -2.79 -0.25  -0.763
C29 3.85 -2.35 -0.50  0.339
N15 2.82 -2.00 -0.93  -0.430
H41 5.73 -2.53 2.86  0.141
H42 4.10 -1.98 2.24  0.318
H43 7.33 -3.67 1.67  0.206
H44 7.24 -3.62 -0.01  0.256
F1 3.40 -1.33 2.91  -0.784
O1 2.31 5.55 1.56  -0.952
C30 2.71 4.80 0.66  0.372
N16 2.11 3.67 0.23  -0.061
C31 2.83 3.13 -0.79  -0.062
O2 2.59 2.11 -1.42  -0.668
C32 4.03 4.02 -1.07  0.262
C33 5.04 3.95 -2.00  -0.353
C34 5.99 4.98 -2.01  -0.443
C35 5.93 6.01 -1.09  -0.423
C36 4.91 6.06 -0.13  -0.227
C37 3.96 5.06 -0.15  -0.115
H45 5.10 3.13 -2.71  0.479
H46 6.79 4.97 -2.74  0.373
H47 6.68 6.80 -1.11  0.352
H48 4.86 6.86 0.59  0.438